No. 1
{
  "formula": "C40H45AuN3OP2S2",
  "method": "wB97M-V/def2-TZVPD",
  "species": ["S", "H", "H", "H", "H", "H", "C", "C", "H", "C", "H", "C", "C", "H", "H", "C", "C", "H", "H", "C", "C", "H", "H", "H", "H", "C", "C", "C", "H", "C", "C", "H", "P", "H", "H", "C", "H", "C", "C", "N", "C", "C", "C", "C", "N", "H", "H", "H", "C", "Au", "N", "C", "H", "H", "H", "C", "C", "C", "C", "H", "H", "H", "H", "C", "H", "C", "P", "C", "C", "H", "C", "H", "O", "C", "C", "H", "C", "H", "H", "C", "C", "H", "H", "H", "H", "C", "H", "H", "C", "H", "C", "H", "H", "S"],
  "coordinates": [[-3.59, -0.38, -1.52], [4.01, 3.30, 0.33], [2.89, -0.39, 4.62], [3.21, -1.62, -1.24], [-1.23, -1.54, 2.24], [2.29, 0.77, 2.54], [1.21, -3.36, 0.67], [-4.34, -0.87, 3.39], [2.83, 2.45, 1.33], [3.20, 2.57, 0.31], [4.03, -0.28, 2.39], [4.95, 0.98, -0.78], [5.70, -3.72, 1.76], [3.73, -4.48, 1.43], [-1.23, 1.57, -2.47], [0.02, -5.08, -1.16], [6.47, -2.60, 2.07], [-3.64, -2.76, -1.45], [2.96, -3.51, -0.60], [3.69, 1.27, -0.24], [-3.76, 0.63, 1.60], [0.94, 3.79, 4.10], [-1.68, -5.04, 0.15], [-0.64, -3.51, 1.77], [-4.03, 1.46, 0.96], [-3.80, -0.42, -5.99], [-1.53, 2.35, -1.78], [-2.53, -0.01, 1.47], [-0.50, 4.00, 3.11], [-4.23, -1.96, -1.01], [4.88, -0.33, -1.24], [-2.50, 5.17, 0.68], [1.95, -2.30, 1.87], [5.81, -2.22, -1.64], [2.44, 1.94, 3.84], [1.85, 1.11, 3.48], [-2.24, 2.86, 1.51], [-3.11, -1.54, -3.98], [0.90, -1.15, 4.23], [3.64, -0.76, -0.95], [3.72, -2.36, 1.87], [5.86, -1.37, 2.30], [-2.07, 3.08, 0.46], [-0.10, -3.80, 0.88], [2.90, 0.19, -0.34], [-0.43, -5.76, -1.86], [-2.17, 5.67, -1.72], [-4.19, -1.99, 0.08], [0.47, 3.51, 3.16], [0.87, 0.08, 0.09], [1.03, -1.80, 2.95], [-4.67, 0.19, 2.57], [2.39, 2.96, -0.31], [6.47, -0.51, 2.56], [6.88, -0.82, -1.74], [-1.69, 3.64, -2.24], [-4.27, 0.66, -5.26], [-2.21, -1.08, 2.31], [1.87, -0.01, 4.52], [5.79, 1.64, -0.85], [-2.86, -2.34, 3.92], [-4.53, 1.49, -3.29], [-4.73, 1.50, -5.77], [-3.59, -0.45, -3.26], [-5.05, -1.21, 4.14], [-0.69, -4.66, -0.04], [-1.40, 0.38, 0.13], [-4.17, 0.66, -3.88], [-3.21, -1.51, -5.36], [5.72, -1.12, -3.03], [5.88, -1.17, -1.95], [6.17, -4.68, 1.61], [-2.01, -0.57, -1.12], [4.49, -1.24, 2.21], [-1.74, 2.06, -0.43], [7.54, -2.70, 2.16], [-2.23, 4.38, -0.01], [-3.89, -0.42, -7.07], [1.58, 0.40, 5.49], [-2.04, 4.66, -1.36], [-3.11, -1.51, 3.27], [1.88, -4.99, -2.23], [1.08, 3.84, 2.32], [-1.54, 3.87, -3.29], [1.02, -1.93, 4.99], [4.32, -3.60, 1.65], [-2.84, -2.34, -5.94], [-2.65, -2.39, -3.48], [1.32, -4.64, -1.37], [-5.62, 0.70, 2.68], [1.92, -3.79, -0.46], [-5.26, -2.00, -1.35], [-0.13, -0.78, 4.30], [0.17, 1.73, 3.11]],
  "energy_ha": -3404.65400,
  "multiplicity": 1,
  "charge": 3,
  "molar_mass_g_mol": 906.9
}



No. 2
{
  "formula": "C27H47N3O11S4",
  "method": "wB97M-V/def2-TZVPD",
  "species": ["C", "C", "O", "H", "H", "H", "H", "H", "S", "H", "H", "H", "H", "O", "C", "H", "O", "O", "C", "H", "C", "H", "H", "H", "O", "C", "H", "O", "C", "H", "C", "C", "S", "C", "O", "O", "S", "H", "H", "O", "H", "C", "H", "C", "N", "H", "H", "H", "H", "N", "H", "H", "C", "C", "H", "H", "O", "C", "C", "H", "H", "C", "H", "H", "H", "H", "C", "C", "C", "C", "H", "C", "S", "O", "C", "H", "H", "C", "H", "H", "H", "H", "N", "H", "H", "H", "H", "H", "H", "C", "C", "C"],
  "coordinates": [[-0.82, 6.54, -3.84], [-1.90, -6.01, -2.01], [2.67, 0.90, 1.54], [1.31, 6.73, -3.51], [-4.84, -4.77, -3.11], [6.54, -0.12, -1.04], [-2.46, -5.72, -4.10], [7.42, 2.30, 3.94], [-0.35, -0.17, 1.01], [1.46, 0.82, -0.65], [7.20, -3.47, 0.95], [9.32, -3.55, -0.71], [-2.53, -4.27, -3.11], [-10.12, -2.00, 3.43], [2.93, 1.89, 0.92], [6.74, 3.06, 1.62], [-2.23, -1.99, 0.97], [-10.41, 0.49, 3.69], [6.48, 1.97, 3.45], [3.88, 2.73, 2.82], [-7.29, -0.88, 2.16], [-7.77, 0.55, 3.72], [6.31, -1.54, 0.83], [8.76, -1.97, -0.06], [1.92, 2.62, 0.36], [0.40, 6.61, -2.92], [-9.94, -1.38, 0.89], [-5.01, -4.65, -0.46], [-2.72, -5.34, -3.11], [6.25, 4.08, 2.96], [-0.79, 5.19, -4.55], [-8.11, -0.21, 1.05], [-4.31, -5.79, -1.02], [-3.59, -2.10, 1.08], [1.30, 3.66, -4.07], [-0.87, 3.10, -2.92], [-9.72, -0.65, 3.13], [-0.83, 7.36, -4.56], [1.40, 5.05, -1.73], [6.04, -2.91, -0.71], [-2.37, -4.58, -0.45], [-0.34, 1.56, 0.41], [-7.33, -1.97, 2.03], [5.60, -1.77, 0.02], [4.28, 2.38, 0.76], [4.05, 0.90, 6.06], [4.57, -1.92, 0.41], [-0.35, 5.21, -1.43], [-7.70, -1.13, 4.30], [-4.12, -0.98, 1.31], [6.12, 1.47, 0.31], [-7.91, 0.87, 1.06], [-2.04, -0.67, 1.14], [4.62, 1.24, 5.22], [0.34, 7.44, -2.22], [-0.22, 5.24, -5.48], [4.58, 0.42, -0.49], [5.09, 1.19, 0.59], [8.49, -2.84, -0.67], [8.31, -2.47, -1.70], [4.30, 4.16, 1.88], [4.58, 3.10, 2.05], [-4.06, -3.09, 0.95], [-1.17, 1.79, -0.27], [5.21, -0.91, -1.91], [5.15, 0.54, 1.48], [5.52, 1.69, 4.55], [7.18, -3.51, -0.15], [-4.20, -5.60, -2.80], [0.44, 5.27, -2.18], [-7.84, -0.58, 0.07], [-7.97, -0.49, 3.47], [0.07, 4.06, -3.45], [-4.71, -7.14, -0.72], [-2.56, -5.62, -0.70], [-4.55, -6.53, -3.26], [6.76, 1.07, 2.89], [5.52, -0.53, -0.92], [7.23, -4.57, -0.43], [-0.85, -5.70, -2.04], [-2.28, -6.26, 0.14], [-1.79, 4.81, -4.75], [-3.12, -0.02, 1.37], [-1.93, -7.10, -2.14], [0.73, 2.31, -1.28], [-1.73, 6.63, -3.24], [-0.34, 2.28, 1.24], [-6.25, -0.57, 2.14], [-10.22, 0.37, 1.04], [6.06, 3.11, 2.48], [-9.59, -0.46, 1.35], [1.00, 1.78, -0.36]],
  "energy_ha": -3641.45563,
  "smiles": "C#CCCCN(COCCOCC)C(=O)OCCSc1nnco1.O=S1(=O)CCCC1.O=S1(=O)CCCC1.O=S1(=O)CCCC1",
  "multiplicity": 1,
  "molar_mass_g_mol": 718.0
}



No. 3
{
  "formula": "C34H35BrCdCl2N7O5S2",
  "method": "wB97M-V/def2-TZVPD",
  "species": ["H", "C", "H", "N", "H", "H", "C", "Cl", "Cl", "H", "H", "O", "C", "C", "C", "H", "C", "C", "N", "H", "H", "H", "C", "H", "C", "C", "H", "C", "N", "C", "N", "C", "N", "C", "H", "Br", "C", "N", "H", "O", "O", "C", "C", "C", "S", "H", "S", "H", "H", "N", "C", "H", "H", "C", "H", "C", "C", "H", "C", "C", "H", "C", "C", "C", "C", "C", "C", "H", "O", "H", "H", "C", "C", "H", "H", "H", "H", "H", "C", "O", "H", "Cd", "C", "H", "H", "H", "H"],
  "coordinates": [[-2.81, -0.93, -5.37], [-2.55, 2.36, 0.46], [-4.26, -2.82, -1.81], [0.83, -3.42, 2.85], [5.03, 1.82, 3.40], [-3.71, 0.74, 5.23], [-3.70, -2.05, -2.33], [-3.34, -0.22, 3.11], [-5.89, 0.49, 4.41], [-0.08, 2.73, 4.34], [-4.53, -2.43, -4.29], [0.87, -4.53, -1.93], [-4.16, 0.85, 4.25], [2.15, -2.74, -3.41], [2.28, -1.46, -2.92], [-0.43, -2.76, 0.09], [0.65, 5.04, -1.94], [0.31, 3.09, -0.50], [-1.81, 1.85, -0.71], [-3.19, 3.20, 0.18], [-4.07, 1.87, 3.90], [2.84, 1.13, 4.30], [-2.90, -1.00, -4.29], [1.23, -0.60, 3.69], [1.15, -1.11, -2.00], [4.14, 1.93, 2.80], [1.26, 5.90, -2.19], [-0.92, 2.87, -1.22], [-0.25, -3.06, 1.04], [0.52, 0.16, 4.00], [0.27, -2.10, -1.84], [1.04, 4.23, -0.88], [-2.10, -0.19, -2.09], [1.86, -3.38, 3.88], [4.94, -2.92, -5.26], [-0.65, 0.78, -4.32], [-0.42, 2.28, 3.39], [0.60, 2.28, 0.56], [-1.12, -0.16, -1.74], [-3.21, -2.70, 0.36], [-0.31, -3.56, -3.85], [-0.28, -4.27, 2.85], [-2.69, 1.14, -1.61], [-0.51, 4.78, -2.65], [1.96, -1.49, 1.24], [-0.43, 3.04, 2.62], [0.62, -3.39, -2.77], [5.18, -0.63, -4.40], [-3.13, 1.56, 0.90], [0.48, 1.19, 2.99], [-3.84, -1.85, -3.69], [-2.97, 1.68, -2.51], [5.18, 2.65, 1.07], [3.08, -3.29, -4.26], [1.93, 4.49, -0.33], [-0.95, -4.03, 1.71], [0.83, -2.68, 1.72], [0.79, 0.54, 5.00], [-2.64, -1.71, -0.11], [2.90, 1.56, 3.31], [2.97, -4.30, -4.64], [3.07, 2.56, 0.73], [1.75, 1.68, 2.55], [4.22, 2.41, 1.51], [4.18, -2.51, -4.60], [-1.29, 3.70, -2.25], [1.80, 2.24, 1.24], [1.67, -2.59, 4.60], [-1.93, -0.91, 0.64], [-0.48, -4.94, 3.67], [-2.23, 3.52, -2.77], [3.37, -0.67, -3.26], [4.32, -1.22, -4.11], [-1.83, 2.71, 1.19], [3.16, 2.86, -0.30], [-0.47, -0.29, 4.08], [-1.43, 1.88, 3.53], [-1.87, -4.44, 1.32], [-2.82, -1.37, -1.53], [1.09, 0.01, -1.44], [1.87, -4.34, 4.39], [-0.15, 0.20, 0.54], [-2.01, -0.29, -3.56], [3.46, 0.33, -2.86], [2.82, -3.20, 3.40], [-3.57, 0.85, -1.06], [-0.81, 5.40, -3.48]],
  "energy_ha": -6534.72638,
  "multiplicity": 1,
  "charge": -1,
  "molar_mass_g_mol": 949.1
}



No. 4
{
  "formula": "C16H26NO2",
  "method": "wB97M-V/def2-TZVPD",
  "species": ["C", "C", "H", "C", "H", "H", "C", "H", "H", "H", "C", "H", "C", "H", "C", "C", "O", "C", "H", "C", "H", "C", "H", "H", "O", "C", "H", "H", "H", "H", "H", "H", "C", "N", "C", "H", "H", "H", "H", "H", "H", "C", "H", "H", "C"],
  "coordinates": [[-2.50, -4.43, 1.16], [1.72, 2.47, -1.03], [-0.23, -1.58, 2.67], [-1.65, -3.33, 1.70], [-0.69, -0.44, 1.79], [4.98, 2.22, -0.67], [3.08, 2.92, -0.98], [1.12, 4.69, -0.69], [1.54, 2.25, 0.26], [3.50, 3.58, -0.06], [1.90, -0.65, 1.23], [-2.61, -5.39, 1.51], [-0.38, -1.39, 1.77], [3.50, 3.44, -1.97], [0.67, 3.80, -1.17], [-3.59, -3.76, 0.03], [-1.39, 1.12, -0.11], [-1.28, 1.92, -0.95], [-1.31, 2.59, -2.83], [-2.12, -1.93, 0.05], [1.56, 1.74, -1.77], [-3.31, -2.63, -0.34], [-1.27, 4.17, -0.96], [0.57, 4.10, -2.16], [-1.45, 1.66, -2.22], [3.93, 0.83, 0.47], [1.43, 0.38, 1.30], [3.54, 1.49, 1.24], [-2.21, -0.65, -0.20], [2.37, -0.04, -0.77], [0.59, -1.09, -0.09], [-3.90, -2.19, -1.11], [2.92, -0.18, 0.21], [-1.47, -2.12, 1.34], [3.98, 1.79, -1.01], [2.31, -0.75, 2.38], [1.20, -2.48, 0.66], [-1.04, -3.75, 2.47], [3.33, -1.14, 0.00], [4.86, 0.44, 0.60], [-0.71, 3.55, 0.47], [0.81, -1.41, 0.89], [4.21, 1.20, -1.63], [-4.18, -4.51, -0.44], [-0.80, 3.41, -0.77]],
  "energy_ha": -829.79392,
  "smiles": "O=C(O)CCCCCCCCCC[n+]1ccccc1",
  "multiplicity": 1,
  "charge": 1,
  "molar_mass_g_mol": 264.4
}



No. 5
{
  "formula": "C4H5FO2",
  "method": "wB97M-V/def2-TZVPD",
  "species": ["C", "C", "H", "F", "C", "H", "H", "H", "C", "H", "O", "O"],
  "coordinates": [[-1.07, -0.31, -0.05], [1.30, -0.06, 0.37], [-2.65, 0.26, -0.78], [-1.65, 0.17, 1.14], [1.20, 1.29, 0.15], [0.21, -1.51, -1.08], [0.15, -1.87, 0.57], [1.98, 1.94, 0.31], [0.21, -1.02, -0.10], [2.23, -0.40, 0.64], [0.07, 1.85, -0.18], [-1.99, -0.34, -0.97]],
  "energy_ha": -405.64016,
  "multiplicity": 1,
  "molar_mass_g_mol": 104.1
}



No. 6
{
  "formula": "C2H3ClO2S",
  "method": "wB97M-V/def2-TZVPD",
  "species": ["C", "O", "H", "H", "O", "C", "H", "Cl", "S"],
  "coordinates": [[1.10, 0.07, 1.27], [2.26, -0.30, 0.81], [0.01, 1.49, -0.64], [-1.21, 0.39, 0.03], [1.45, -0.29, 3.80], [-0.26, 0.56, -0.33], [2.19, -0.02, -0.15], [0.13, -0.67, -1.47], [0.49, 0.21, 2.80]],
  "energy_ha": -1086.63368,
  "multiplicity": 3,
  "molar_mass_g_mol": 126.6,
  "s2": 2.016
}



No. 7
{
  "formula": "C2HClN2O",
  "method": "wB97M-V/def2-TZVPD",
  "species": ["Cl", "N", "O", "C", "H", "N", "C"],
  "coordinates": [[-3.53, 0.09, -1.02], [1.46, -2.33, 0.22], [1.61, 2.31, 0.01], [1.17, -1.22, 0.22], [-3.00, -0.12, 0.17], [1.35, 1.16, 0.12], [0.95, 0.10, 0.27]],
  "energy_ha": -721.62747,
  "smiles": "N#CC#[N+][O-].Cl",
  "multiplicity": 1,
  "molar_mass_g_mol": 104.5
}



No. 8
{
  "formula": "C4H6N2O2S2",
  "method": "wB97M-V/def2-TZVPD",
  "species": ["N", "C", "N", "H", "O", "C", "C", "S", "H", "S", "C", "H", "H", "H", "H", "O"],
  "coordinates": [[0.92, -0.77, -1.06], [-0.99, 0.82, 0.71], [-2.03, 1.43, 0.60], [-2.98, 1.28, 0.92], [-0.77, -2.42, -1.79], [1.18, 0.09, 0.02], [0.28, 1.29, 0.19], [-0.75, -1.13, -1.10], [1.58, -1.56, 1.65], [-0.76, -0.80, 1.50], [0.94, -0.79, 1.23], [0.81, 1.75, 1.06], [1.42, -1.51, -1.53], [2.26, 0.35, 0.01], [0.21, 1.91, -0.64], [-1.35, 0.04, -1.78]],
  "energy_ha": -1212.22887,
  "multiplicity": 1,
  "molar_mass_g_mol": 178.2
}



No. 9
{
  "formula": "C34H43Cl3N2O3SiW",
  "method": "wB97M-V/def2-TZVPD",
  "species": ["H", "H", "H", "H", "H", "H", "C", "H", "H", "O", "C", "Cl", "C", "C", "N", "H", "C", "C", "H", "C", "H", "H", "H", "C", "H", "C", "C", "C", "C", "O", "C", "C", "H", "C", "H", "Si", "H", "C", "H", "C", "C", "Cl", "H", "Cl", "C", "H", "H", "C", "N", "C", "H", "H", "C", "W", "C", "H", "C", "C", "C", "C", "C", "H", "H", "O", "H", "H", "H", "H", "H", "H", "C", "H", "H", "C", "H", "C", "H", "C", "H", "H", "H", "H", "H", "H", "H", "C", "C"],
  "coordinates": [[1.15, 2.07, -3.30], [-0.51, 3.78, -3.98], [0.75, 0.36, -3.32], [6.14, 1.77, -1.75], [-5.10, 0.22, -1.91], [-1.71, -3.35, -4.07], [3.56, -0.02, 0.43], [1.12, 3.10, -0.75], [2.31, 4.16, 4.07], [1.78, 0.92, -0.90], [1.73, 3.28, 3.84], [7.49, 0.35, 0.31], [1.29, 2.45, 4.88], [0.46, 3.86, -1.14], [-0.73, -0.61, 1.72], [0.70, 3.99, -2.20], [-0.51, -2.36, -2.59], [5.82, 0.49, -0.05], [-2.43, 4.05, 0.69], [-3.42, 1.49, -1.51], [-1.01, 2.83, -5.38], [-3.15, 1.27, 0.69], [-1.32, 2.80, 1.14], [0.25, 1.02, 3.26], [-2.13, -1.95, 2.55], [1.44, 2.99, 2.52], [-1.20, 3.00, -4.31], [-0.98, 1.67, -3.58], [3.11, 0.76, -0.64], [0.35, 1.49, 1.01], [-2.44, -1.62, 0.46], [0.34, -3.22, -4.66], [-0.94, -0.70, 3.74], [1.63, -2.82, -4.27], [-3.04, -2.51, 0.27], [-1.50, 1.79, -1.70], [2.47, -3.00, -4.93], [-1.41, 3.70, 0.56], [-3.71, -0.70, -1.39], [4.89, -0.16, 0.74], [0.50, 1.32, -3.75], [3.59, 2.39, -2.74], [1.76, 3.62, 1.70], [2.37, -0.84, 1.41], [0.77, -1.96, -2.23], [-1.29, 5.68, -1.25], [-3.09, -0.78, 0.62], [1.85, -2.21, -3.05], [-1.51, -1.36, -0.63], [-1.77, 4.76, -1.61], [1.53, 2.70, 5.91], [-2.40, -2.87, -1.67], [-4.12, 2.55, -2.39], [0.15, 0.20, -0.27], [-1.05, 3.58, -0.94], [-2.83, 0.89, -4.47], [-4.01, 0.15, -1.99], [0.70, 1.85, 2.27], [-1.79, 0.60, -4.33], [4.07, 1.40, -1.41], [-0.72, -3.02, -3.81], [-3.94, 2.76, 0.21], [-1.76, -0.37, -3.84], [0.95, -1.35, -1.03], [0.19, -3.71, -5.61], [-2.22, 3.38, -4.22], [0.74, 1.26, -4.81], [5.20, -0.78, 1.57], [0.19, 0.67, 5.39], [-2.82, 4.83, -1.32], [0.55, 1.32, 4.59], [-3.78, -0.08, -3.03], [-1.72, 4.77, -2.70], [5.41, 1.26, -1.12], [0.70, 4.80, -0.64], [-3.85, 1.70, -0.04], [-3.83, 3.56, -2.16], [-0.50, -0.16, 2.91], [-0.91, -2.69, 1.51], [-0.76, 4.46, 1.03], [-1.36, 0.47, -5.33], [-4.83, 1.25, 0.13], [-3.96, 2.37, -3.45], [2.84, -1.92, -2.73], [-5.20, 2.47, -2.20], [-1.55, -1.82, 1.65], [-1.55, -2.19, -1.62]],
  "energy_ha": -3393.26586,
  "multiplicity": 1,
  "charge": 2,
  "molar_mass_g_mol": 846.0
}